(1)
The following is a DFT calculation (wB97M-V/def2-TZVPD) of 13 unconnected molecules or ions with the total composition C22H70N8O22 in a non-equilibrium geometry.

For the HOMO-LUMO gap, the calculation gives 9.063 eV. The electronic energy is -2973.53665 Ha. Its energy above the lowest of the compared OMol25 structures with the same formula, charge and spin is 176.1 kJ/mol. For the HOMO energy, the calculation gives -9.13 eV. Its LUMO energy is -0.067 eV.

Positions of all 122 atoms, in Å:
O -9.78 2.06 10.27
O -7.18 2.07 7.17
O -7.63 -0.47 4.61
O -4.57 3.24 7.32
O -5.66 3.27 4.66
O -5.36 5.73 5.94
O -8.70 4.15 1.06
O -11.53 2.28 2.85
O -9.73 5.15 9.87
O -14.20 6.64 2.92
O -10.46 5.36 5.91
O -14.41 7.64 7.00
O -6.82 5.90 1.94
O -2.82 3.50 5.15
O -4.94 11.63 6.72
O -6.58 9.11 6.69
O -14.73 2.68 6.09
O -8.83 7.81 11.10
O -8.88 8.74 4.05
O -11.16 5.73 1.13
O -11.90 2.62 6.50
O -8.32 7.78 8.47
N -8.15 5.51 6.18
N -12.57 6.60 7.91
N -9.23 10.66 5.23
N -10.29 8.74 5.85
N -10.42 1.01 4.46
N -9.16 3.52 5.89
N -12.84 6.71 5.66
N -9.74 1.02 2.32
C -12.59 3.68 5.81
C -7.74 5.41 2.90
C -6.98 0.64 5.26
C -7.73 0.92 6.56
C -4.95 4.46 7.89
C -8.22 4.03 2.39
C -9.73 2.85 9.06
C -3.35 3.01 3.91
C -4.56 5.70 7.14
C -9.27 8.72 8.98
C -5.44 9.41 7.50
C -13.32 5.74 2.29
C -8.93 9.07 10.42
C -10.66 1.50 3.22
C -4.70 3.68 3.69
C -5.40 10.90 7.86
C -9.32 4.86 5.97
C -13.99 3.92 6.30
C -13.36 7.01 6.89
C -11.85 6.15 2.34
C -10.49 4.15 9.21
C -9.47 9.36 4.93
H -9.41 9.59 8.34
H -8.52 6.15 3.08
H -6.05 4.51 7.88
H -12.66 7.11 8.78
H -12.53 1.89 6.39
H -5.92 0.48 5.48
H -9.78 1.38 1.38
H -8.86 3.59 3.16
H -4.78 6.58 7.74
H -8.28 3.07 6.08
H -5.66 11.58 6.08
H -4.64 4.49 8.94
H -7.33 3.41 2.29
H -13.39 6.89 4.83
H -9.75 9.65 10.84
H -6.21 6.55 2.28
H -11.44 4.00 9.73
H -11.67 6.23 7.62
H -7.96 9.57 10.50
H -11.25 5.83 3.19
H -5.07 3.28 2.75
H -8.16 7.08 9.12
H -6.39 11.22 8.20
H -5.55 3.84 5.45
H -14.16 7.49 2.47
H -10.05 2.15 8.29
H -3.38 3.12 5.84
H -15.17 2.47 6.91
H -7.71 0.04 7.21
H -5.05 2.50 7.70
H -4.75 11.11 8.71
H -10.64 7.81 5.69
H -5.48 8.87 8.45
H -6.99 1.48 4.56
H -9.50 4.69 1.03
H -5.44 6.61 5.54
H -13.49 4.73 2.64
H -12.63 3.39 4.75
H -4.62 9.00 6.91
H -10.16 8.10 9.01
H -7.22 8.60 7.21
H -10.91 1.44 5.24
H -13.92 4.07 7.38
H -12.00 4.59 5.90
H -11.67 6.16 0.43
H -10.74 4.52 8.20
H -9.84 11.14 5.85
H -8.35 7.91 11.93
H -3.53 5.71 6.76
H -9.75 0.29 4.70
H -9.97 2.95 5.72
H -2.70 3.25 3.06
H -7.50 2.09 8.08
H -7.45 -0.25 3.69
H -10.81 9.40 6.41
H -11.79 7.24 2.21
H -3.33 1.92 4.03
H -4.55 4.75 3.56
H -7.26 5.23 3.87
H -10.30 5.89 10.08
H -8.62 11.11 4.57
H -10.18 2.59 10.96
H -13.50 5.66 1.21
H -14.52 4.70 5.76
H -7.29 5.11 5.85
H -8.80 0.94 6.34
H -9.09 0.35 2.67
H -8.15 6.33 6.76
H -11.99 6.17 5.65
H -8.67 3.10 8.91

(2)
The following is a DFT calculation (wB97M-V/def2-TZVPD) of 16 unconnected molecules or ions with the total composition C22H76N16O16 in a non-equilibrium geometry.

For the HOMO-LUMO gap, the calculation gives 8.203 eV. The electronic energy is -2963.60160 Ha. Its energy above the lowest of the compared OMol25 structures with the same formula, charge and spin is 130.6 kJ/mol. For the HOMO energy, the calculation gives -8.72 eV. Its LUMO energy is -0.517 eV.

Positions of all 130 atoms, in Å:
O 3.96 -0.76 -3.64
O 0.22 6.18 -3.20
O -0.20 -2.15 4.51
O -2.70 -4.30 0.29
O -0.94 -0.05 -5.75
O -0.75 1.72 3.28
O 0.60 3.36 0.64
O 2.72 1.36 -0.21
O 0.38 -3.98 0.22
O 0.58 -1.06 -0.55
O -2.82 0.16 2.57
O -0.97 -3.25 -1.98
O 2.97 -1.60 1.00
O 3.34 1.67 4.47
O -3.64 -1.25 -1.64
O -1.62 2.95 -1.72
N 1.92 1.00 2.68
N -2.14 -0.86 -3.99
N 1.86 -1.57 3.48
N 0.12 -1.93 2.19
N 0.27 3.90 -3.77
N -2.34 -3.54 2.46
N 0.06 -0.90 -3.88
N 1.71 5.33 -4.70
N 2.24 3.05 2.84
N -0.43 0.63 -1.81
N -2.18 2.97 0.67
N -0.55 0.69 0.37
N 1.73 2.36 -1.99
N 3.58 3.34 -1.18
N -2.40 -2.05 0.86
N -3.79 3.28 -0.61
C 3.74 -3.77 1.47
C 0.45 4.57 -0.12
C 0.58 -1.89 3.41
C -5.12 -0.68 2.02
C 3.45 -2.73 0.35
C -0.93 1.97 4.64
C 2.66 2.37 -1.11
C -0.40 0.82 5.56
C 2.52 1.90 3.40
C -0.56 -4.20 -2.92
C -2.47 -3.28 1.23
C -0.15 0.07 -0.67
C 1.59 5.49 0.30
C -3.80 0.11 -1.32
C -2.47 3.15 -0.61
C -0.98 -0.70 -4.60
C -4.17 0.48 2.33
C -0.07 -5.33 0.28
C 1.16 -6.21 0.16
C 0.71 5.13 -3.90
C 3.09 -1.12 -2.60
C 2.72 -2.58 -2.87
H -4.66 0.29 -0.56
H 2.52 3.96 3.32
H -0.59 2.92 4.87
H -4.78 -1.49 2.69
H -1.09 1.35 -1.90
H -4.06 1.12 1.54
H -4.58 0.94 3.23
H 0.08 -1.64 -3.17
H -0.51 5.05 0.03
H 1.49 3.08 -2.75
H -2.02 2.03 4.69
H 4.31 -3.17 2.15
H -4.56 3.01 0.05
H 3.57 -1.15 -1.60
H 0.91 -0.43 -4.17
H 1.07 -7.24 0.37
H 0.73 4.57 -1.21
H -0.30 0.21 -2.73
H -1.19 1.45 0.41
H 0.69 0.92 5.30
H 1.61 6.29 -0.35
H -2.26 0.97 2.48
H 2.55 4.94 0.46
H 1.56 1.04 1.72
H 2.83 -4.13 1.95
H 3.65 4.10 -1.91
H 4.36 3.36 -0.38
H -0.71 -5.61 -0.55
H 1.90 6.31 -4.93
H 1.91 -5.72 0.80
H 2.80 -3.24 -0.26
H -2.31 -0.81 -2.92
H 4.36 -2.50 -0.11
H 0.17 1.59 3.13
H 1.90 0.03 3.00
H 2.13 -2.68 -3.79
H -2.76 3.34 1.45
H 2.28 4.63 -5.27
H -1.04 -5.15 -2.88
H 0.30 3.15 -4.42
H 2.76 -0.95 0.30
H -0.82 -3.82 -3.89
H -0.51 3.70 -3.09
H -3.96 0.65 -2.18
H 2.28 -0.47 -2.45
H -0.73 -3.49 -1.12
H 3.65 -3.13 -3.01
H -2.37 -4.58 2.69
H -1.20 3.08 1.01
H 1.45 5.95 1.33
H 1.57 -6.11 -0.77
H 1.60 3.25 2.12
H -6.19 -0.39 2.12
H -2.47 -2.87 3.32
H -0.90 -2.23 1.98
H 3.66 0.12 -3.72
H -4.08 3.48 -1.60
H -4.98 -1.07 1.05
H -0.76 -0.06 5.16
H -2.58 -1.21 1.44
H 0.24 -3.53 1.07
H -2.94 -0.54 -4.65
H -0.52 1.05 6.62
H 2.24 -1.57 4.42
H 0.86 1.68 -1.90
H 0.71 -1.61 1.37
H -2.94 0.55 -0.94
H 0.54 -4.42 -2.97
H -4.53 -1.61 -1.87
H 4.16 -4.69 0.93
H 2.21 -3.05 -1.99
H 0.98 2.71 0.04
H -0.58 -5.60 1.14
H 2.50 -1.53 2.66
H -0.31 0.14 1.26
H -2.64 -1.73 -0.04

(3)
The following is a DFT calculation (wB97M-V/def2-TZVPD) of a molecular structure, C23H109ClN4O36PSSi in a non-equilibrium geometry.

For the HOMO-LUMO gap, the calculation gives 6.026 eV. The electronic energy is -5358.21306 Ha. As for the total charge: +1. For the HOMO energy, the calculation gives -9.94 eV. Its LUMO energy is -3.912 eV.

Positions of all 176 atoms, in Å:
Cl 2.21 -2.67 1.16
S 2.56 -0.74 -0.55
P -2.00 -0.73 -1.98
Si 1.22 0.29 4.36
O 2.46 7.85 -2.83
O 6.92 0.05 -8.06
O 2.19 -1.38 8.55
O -0.92 -3.10 -8.69
O -1.21 -0.96 -6.28
O -2.88 -1.41 -1.01
O -7.40 2.11 1.65
O 0.88 -0.61 11.19
O 1.46 -3.86 9.71
O -4.19 4.53 -3.45
O 4.95 -2.98 7.59
O 5.65 1.02 -1.21
O 5.85 -0.56 6.20
O 3.35 5.51 -1.80
O -6.05 -3.28 -1.03
O -2.38 0.81 -2.16
O 0.76 2.00 1.69
O 4.77 2.32 -7.71
O -3.51 -5.79 -0.59
O 5.59 4.03 -1.17
O 7.60 0.65 -3.82
O -8.50 -1.27 -1.88
O 4.34 2.17 -3.94
O 1.85 3.54 -7.82
O 0.86 -5.71 -2.62
O -1.18 3.32 -3.45
O 2.65 0.74 2.14
O -3.16 2.67 3.74
O -6.31 -2.16 -3.93
O 6.98 4.11 1.71
O -6.49 0.15 -4.39
O -2.05 2.53 0.32
O -10.40 3.43 0.53
O -0.02 1.60 -5.83
O -2.17 -1.36 -3.44
O 1.67 -8.37 -2.65
N -6.03 -2.71 2.16
N 1.33 -1.21 1.80
N -4.03 -1.57 2.67
N -5.75 -0.64 1.15
C 2.63 2.03 0.16
C 1.01 -1.13 5.59
C 5.59 -0.01 3.04
C -1.62 -3.70 -2.84
C -0.52 0.94 3.98
C -0.64 -2.86 1.52
C 4.68 -0.90 2.62
C 3.41 -1.13 3.40
C -2.93 -1.75 1.68
C -4.67 1.69 -1.87
C 2.17 -0.43 2.80
C -5.29 -1.70 2.01
C 2.20 1.67 5.15
C -3.67 1.03 -2.82
C 2.62 3.47 0.60
C -0.13 -0.07 -0.13
C 0.08 -1.82 2.37
C -2.09 -2.97 2.03
C 1.75 1.19 1.14
C -0.26 -0.77 -1.49
C -1.33 -2.50 -3.74
C 3.28 3.89 1.71
C 1.21 -0.19 0.61
H 5.58 0.08 -0.99
H 1.79 -5.65 -2.38
H -3.79 3.39 3.68
H -7.38 2.48 0.76
H 5.59 -1.39 6.63
H 4.20 2.92 -3.35
H -5.61 1.14 -1.92
H 1.54 2.15 5.88
H 2.47 2.94 -8.26
H 2.90 5.85 -2.58
H -5.45 0.22 1.59
H -6.16 -2.89 -3.31
H 1.34 -0.84 6.59
H 4.13 5.05 -2.15
H 0.28 -0.25 -2.28
H 1.56 -8.11 -3.57
H 5.74 0.09 4.11
H 5.13 1.55 -7.25
H 7.04 -0.90 -8.16
H -2.58 -3.60 -2.35
H 6.67 -0.31 6.66
H 4.70 -3.59 6.88
H -9.60 3.48 1.06
H -6.41 -1.40 -3.36
H 1.25 -1.19 11.86
H -3.34 -5.82 -1.53
H -10.76 2.56 0.73
H -0.53 2.02 4.13
H 6.81 0.38 -8.96
H -1.45 2.51 -3.02
H 6.45 4.31 -0.83
H -1.66 -0.66 -5.48
H 5.55 3.08 -1.00
H -8.78 -1.61 -2.74
H -0.60 -0.99 2.54
H 2.49 -0.01 -1.68
H 2.83 8.70 -3.11
H -2.49 3.38 0.41
H -0.82 -3.91 -2.13
H 1.79 -9.32 -2.69
H -6.35 -0.80 -4.37
H 0.19 2.38 1.00
H 2.61 2.38 4.43
H 1.43 4.02 -8.54
H 4.79 1.52 -3.39
H 1.11 -3.94 8.82
H -0.89 -2.41 -8.02
H -2.50 -3.84 1.52
H 3.66 1.68 0.21
H -0.27 -2.25 -3.78
H -5.59 -3.36 2.81
H 0.38 -2.29 3.30
H -5.26 -0.72 0.26
H -3.41 -1.89 0.71
H 6.53 1.26 -0.88
H -0.05 -1.40 5.64
H 2.86 -1.90 9.00
H 0.51 2.36 -6.12
H 0.01 -1.82 -1.45
H -4.53 5.43 -3.38
H -0.63 -2.63 0.45
H -0.55 -3.87 -8.25
H 4.81 3.03 -7.06
H 2.73 4.37 2.52
H -5.90 -4.00 -0.40
H -3.90 -4.92 -0.45
H -0.35 0.98 -0.30
H -4.28 1.61 -0.85
H 4.36 3.84 1.81
H -6.15 -2.50 -0.47
H 1.55 -2.02 5.28
H 2.26 1.99 -0.86
H -2.07 -3.16 3.11
H 0.63 -6.62 -2.41
H -0.83 0.81 2.95
H -1.80 4.00 -3.13
H 0.61 0.18 11.67
H -4.11 0.12 -3.22
H 3.58 -0.65 4.37
H -4.85 2.72 -2.16
H 8.29 0.06 -3.51
H -3.95 -0.69 3.16
H -0.47 1.93 -5.04
H -6.96 1.26 1.56
H -6.65 0.34 -5.32
H -2.35 -0.82 1.69
H 1.53 -1.20 9.24
H -0.69 -0.18 -6.54
H 6.12 0.63 2.34
H 4.83 -1.48 1.71
H -0.20 -3.85 1.62
H 1.88 8.07 -2.09
H -1.91 2.43 -0.63
H -1.66 -4.59 -3.47
H -4.05 4.40 -4.40
H 6.59 4.97 1.90
H -3.47 1.69 -3.67
H 6.68 3.55 2.44
H 5.06 -3.54 8.36
H 3.00 1.21 5.74
H 1.40 -4.75 10.08
H -8.47 -2.06 -1.32
H -0.96 -0.46 0.46
H 2.06 4.19 -0.01
H -1.27 0.54 4.66
H 3.21 -2.18 3.62
H -2.75 2.63 2.86
H -1.57 -2.78 -4.76
H 7.03 0.79 -3.05

Look up the HOMO-LUMO gap of the second one.
8.203 eV

electronic energy of number 3 (C23H109ClN4O36PSSi)?
-5358.21306 Ha

Which of these has the highest electronic energy?
C22H76N16O16